[1]
Entry from the Open Molecules 2025 dataset: C6H9N in the gas phase (ωB97M-V/def2-TZVPD).

Last column: natural (NBO) charge in e.
Element x y z (Å)
C -2.523206 -0.383640 -0.687613  -0.674
C -1.188873 -0.170741 -1.248616  -0.022
C -0.008820 0.034447 -1.382004  0.004
C 1.407819 0.263967 -1.087924  -0.482
C 1.548300 0.355563 0.433333  -0.074
C 0.366030 0.349165 1.334500  -0.258
N 1.184127 -0.849747 1.165827  -0.594
H -2.944534 -1.360895 -0.936333  0.235
H -3.230912 0.400412 -0.969506  0.232
H -2.405644 -0.348017 0.408637  0.225
H 1.784359 1.178097 -1.562982  0.230
H 2.020368 -0.572810 -1.443602  0.237
H 2.418088 0.912971 0.789147  0.196
H -0.650482 0.259685 0.956509  0.206
H 0.443294 0.915604 2.255636  0.188
H 1.780087 -0.984063 1.974991  0.351

Forces on atoms 1 to 3 (eV/Å):
C -0.098 -0.006 0.126
C 0.514 0.071 -0.006
C -0.541 -0.176 -0.092

Summary:
- gap between HOMO and LUMO (eV) = 10.316
- multiplicity = 1
- net charge = 0
- SMILES = CC#CC[C@H]1CN1
- relative energy (zero: lowest compared OMol25 entry of this formula, charge and spin) (kJ/mol) = 313.3

[2]
Entry from the Open Molecules 2025 dataset: a molecular structure, C23H42NO2PReS4Sb (ωB97M-V/def2-TZVPD).

Last column: Mulliken charge in e.
Element x y z (Å)
Re 0.959687 -0.275678 0.866258  1.455
S 5.587978 8.037847 11.134468  -0.153
Sb 3.542295 8.563792 11.413411  1.300
S 0.829316 -1.837552 2.169644  0.101
S 0.933078 1.441944 1.981217  0.093
S 1.501332 9.063345 11.761684  -0.147
C -2.106205 -1.782726 3.923712  -0.414
C -2.256598 -2.719878 2.712625  -0.827
C -2.998432 -2.068166 1.541545  -1.327
C -2.728027 -0.567307 1.311797  0.626
C -2.705253 0.257110 2.627576  -0.490
C -3.068384 -0.603698 3.837829  -1.289
P -1.422976 -0.134342 0.098874  -1.600
C -1.696665 1.563129 -0.520334  1.231
C -1.429393 2.737553 0.451355  -1.034
C -2.391231 3.909481 0.188458  -1.108
C -2.602534 4.112524 -1.307881  -0.669
C -3.261638 2.877635 -1.955117  -0.892
C -3.147957 1.635798 -1.064010  -1.451
C -1.493346 -1.338545 -1.298306  0.256
C -0.601904 -2.567717 -1.025516  0.373
C -0.516139 -3.425476 -2.283991  -1.179
C 0.261212 -2.687273 -3.385367  -0.591
C 0.132099 -1.162375 -3.254269  -0.403
C -1.245057 -0.775961 -2.723435  -1.047
H -1.089991 -1.369576 3.977710  0.162
H -2.246057 -2.338563 4.848908  0.398
H -2.828491 -3.603212 2.998053  0.551
H -1.288164 -3.128176 2.393490  0.130
H -4.067652 -2.119087 1.753491  0.623
H -2.874466 -2.649849 0.627896  0.625
H -3.563249 -0.207739 0.692465  0.768
H -3.380554 1.108244 2.533734  0.263
H -1.707392 0.667137 2.815672  0.065
H -4.104115 -0.943100 3.776694  0.445
H -2.999818 0.009715 4.735654  0.497
H -1.017219 1.652405 -1.375737  0.623
H -0.407657 3.092451 0.294425  0.457
H -1.525654 2.429401 1.496075  0.229
H -1.976184 4.806588 0.646519  0.506
H -3.347448 3.729665 0.684086  0.334
H -1.640601 4.325096 -1.782226  0.316
H -3.219477 4.993464 -1.475070  0.419
H -2.802077 2.666571 -2.923356  0.274
H -4.318731 3.056413 -2.151058  0.453
H -3.435740 0.744073 -1.624419  0.540
H -3.832687 1.714493 -0.217317  0.528
H -2.536581 -1.669290 -1.237102  0.911
H -0.969678 -3.138030 -0.171053  0.189
H 0.428456 -2.260562 -0.769080  -0.445
H -1.531770 -3.654117 -2.616459  0.362
H -0.050401 -4.382518 -2.054683  0.469
H -0.106165 -3.002023 -4.361663  0.429
H 1.314840 -2.978691 -3.351375  0.118
H 0.296773 -0.680409 -4.217763  0.649
H 0.901160 -0.758435 -2.580879  -0.254
H -2.005701 -1.209934 -3.375732  0.543
H -1.394983 0.298908 -2.783414  0.227
O 3.045363 -2.408591 -0.600120  -0.516
C 3.108420 -1.281374 -0.971060  0.411
O 2.296306 -0.284548 -0.459158  -0.489
C 4.079377 -0.751323 -2.000940  -0.077
N 4.759710 -1.925834 -2.658887  -0.133
C 6.209833 -1.525611 -2.873652  -0.608
C 6.505367 -0.732596 -1.616679  -0.702
C 5.230362 0.092371 -1.381379  -0.641
H 3.536755 -0.193264 -2.763008  0.527
H 4.304789 -2.205503 -3.529751  0.362
H 4.706304 -2.732939 -2.025843  0.427
H 6.241431 -0.914657 -3.774546  0.342
H 6.805196 -2.423312 -3.018512  0.410
H 7.380712 -0.100424 -1.745816  0.400
H 6.703907 -1.403683 -0.779763  0.312
H 5.277378 1.054396 -1.886499  0.408
H 5.061011 0.282116 -0.323103  0.349

Forces on atoms 1 to 3 (eV/Å):
Re 0.005 -0.115 0.002
S 0.019 0.012 -0.014
Sb 0.039 0.070 0.156

Summary:
- gap between HOMO and LUMO (eV) = 5.570
- multiplicity = 1
- net charge = +4
- relative energy (zero: lowest compared OMol25 entry of this formula, charge and spin) (kJ/mol) = 14.9

[3]
Entry from the Open Molecules 2025 dataset: a molecular structure, C14H8F42Li3N7O32S14 (ωB97M-V/def2-TZVPD).

Last column: Mulliken charge in e.
Element x y z (Å)
Li 14.371100 -15.179530 -12.124920  0.957
Li 14.282030 -15.824650 -6.312590  0.854
Li 12.577020 -15.095540 -10.488460  1.521
C 16.370930 -17.530030 -10.024900  0.405
F 17.120680 -17.505680 -8.922220  -0.118
F 16.738520 -16.502170 -10.751460  0.093
F 16.503680 -18.700150 -10.639430  -0.076
S 14.465420 -17.344000 -9.488490  -0.571
O 14.049930 -18.670730 -9.129340  -0.362
O 14.498890 -16.388230 -8.358180  0.117
N 13.684500 -16.613000 -10.956310  0.620
S 13.167570 -17.977880 -11.698460  0.053
O 14.290710 -18.743820 -12.156550  -0.483
O 12.038400 -18.703550 -11.090320  -0.248
C 12.318250 -17.175360 -13.226080  0.261
F 11.304750 -16.463660 -12.928130  -0.157
F 13.310750 -16.398570 -13.809180  -0.266
F 12.015800 -18.166450 -13.984470  -0.090
C 10.357440 -24.603080 -11.031320  0.632
F 10.070400 -25.659220 -11.802300  -0.220
F 10.986320 -25.183530 -9.986210  -0.255
F 11.067200 -23.679090 -11.615240  -0.101
S 8.704710 -23.901390 -10.286080  0.972
O 7.920400 -23.184060 -11.350840  -0.599
O 7.976740 -25.101840 -9.901370  -0.675
N 9.294830 -22.857930 -8.983900  -0.574
S 9.275510 -21.457740 -9.639460  1.075
O 10.110410 -21.399900 -10.851920  -0.378
O 7.894350 -20.939640 -9.670250  -0.651
C 10.143480 -20.247670 -8.344520  0.404
F 10.308380 -19.039250 -8.845230  -0.189
F 9.259750 -19.981660 -7.361880  -0.277
F 11.275200 -20.675800 -7.762360  -0.162
C 20.771590 -13.459920 -8.782700  0.554
F 19.853650 -14.144290 -7.981840  -0.226
F 20.503440 -12.121080 -8.812950  -0.203
F 21.941420 -13.790300 -8.329050  -0.212
S 20.449500 -14.201650 -10.534120  0.916
O 19.011110 -14.277170 -10.520120  -0.412
O 20.820320 -13.090730 -11.425060  -0.701
N 21.527810 -15.638350 -10.419270  -0.573
S 20.653920 -16.724850 -11.020770  1.061
O 19.603640 -17.222270 -10.155390  -0.171
O 20.231890 -16.349360 -12.423370  -0.708
C 21.976290 -18.219210 -11.242230  0.398
F 22.912680 -17.869020 -12.179930  -0.234
F 22.665980 -18.473990 -10.074120  -0.227
F 21.321120 -19.301460 -11.655790  -0.157
C 13.097480 -12.616660 -14.196050  0.689
F 14.362480 -12.765030 -13.859820  -0.222
F 12.898080 -11.389320 -14.648510  -0.214
F 12.847420 -13.587330 -15.018980  -0.210
S 12.064750 -12.854590 -12.517120  0.790
O 11.498810 -11.499930 -12.179870  -0.595
O 11.056610 -13.865060 -12.811550  -0.634
N 13.292690 -13.601850 -11.482100  -0.538
S 13.818870 -12.314770 -10.763150  0.529
O 14.148840 -11.206760 -11.635780  -0.595
O 13.029420 -11.994460 -9.635430  -0.536
C 15.510690 -12.995420 -10.043940  0.595
F 15.242480 -14.005120 -9.183610  -0.088
F 16.308890 -13.516630 -10.985300  -0.278
F 16.239820 -11.959120 -9.530780  -0.226
C 12.683330 -23.999840 -18.942670  0.729
F 11.970260 -23.427300 -19.840680  -0.185
F 13.002360 -25.218620 -19.309350  -0.206
F 13.709580 -23.344430 -18.538440  -0.195
S 11.595770 -24.347920 -17.408780  0.993
O 10.198040 -24.602890 -17.891010  -0.641
O 12.163370 -25.439040 -16.686040  -0.514
N 11.473020 -22.759810 -16.643170  -0.318
S 12.056140 -23.085790 -15.282320  1.003
O 11.253050 -23.981500 -14.387680  -0.359
O 13.435270 -23.480540 -15.362990  -0.497
C 12.186640 -21.353710 -14.469650  0.700
F 12.928710 -20.585620 -15.266200  -0.244
F 10.939050 -20.918380 -14.267670  -0.179
F 12.948540 -21.414040 -13.391960  -0.102
C 10.311670 -14.605020 -6.906740  0.513
F 10.353540 -15.831530 -7.297070  -0.213
F 9.573180 -13.895010 -7.710340  -0.217
F 9.896680 -14.490430 -5.638660  -0.232
S 12.053800 -13.871670 -7.219160  0.901
O 12.505640 -14.570370 -8.405570  -0.214
O 11.777940 -12.433280 -7.353000  -0.603
N 13.076180 -14.439830 -5.885230  -0.201
S 13.290220 -13.146940 -5.074900  0.937
O 14.109260 -12.131120 -5.736970  -0.627
O 12.159150 -12.626900 -4.350880  -0.662
C 14.477400 -13.818460 -3.729990  0.508
F 14.360750 -13.283770 -2.517670  -0.222
F 14.313590 -15.194180 -3.603360  -0.263
F 15.700310 -13.659250 -4.141500  -0.202
C 16.970030 -23.397580 -5.854330  0.617
F 18.176280 -24.031910 -5.616430  -0.251
F 15.976770 -23.819950 -5.064370  -0.205
F 17.233780 -22.116590 -5.807480  -0.175
S 16.456550 -23.840560 -7.765830  0.767
O 16.552780 -25.288710 -7.941040  -0.679
O 15.053680 -23.422530 -7.872840  -0.476
N 17.709390 -23.033750 -8.628280  -0.445
S 17.057580 -21.760240 -9.123370  1.045
O 16.135790 -21.978930 -10.224400  -0.588
O 16.675510 -20.708600 -8.168900  -0.467
C 18.836510 -21.112430 -9.865730  0.544
F 19.492580 -22.108460 -10.404680  -0.232
F 18.704790 -20.124380 -10.791390  -0.188
F 19.463640 -20.565280 -8.854290  -0.204
O 10.689410 -15.837450 -10.013030  -0.249
H 9.874530 -15.805650 -10.514220  0.137
H 10.467020 -16.332420 -9.224500  0.084
O 13.423090 -17.430020 -5.810820  -0.449
H 13.952390 -18.131700 -5.431690  0.232
H 12.532250 -17.780070 -5.820870  0.193
O 19.229750 -17.890740 -6.778600  -0.720
H 19.460980 -17.612370 -7.664760  0.326
H 18.367490 -18.295810 -6.871620  0.308
O 16.008210 -15.341300 -13.400660  -0.599
H 16.749280 -14.786150 -13.158050  0.196
H 16.391620 -16.029060 -13.944920  0.207

Forces on atoms 1 to 3 (eV/Å):
Li 1.049 -0.236 -0.783
Li 0.135 -0.615 -0.795
Li -1.313 -0.194 1.362

Summary:
- gap between HOMO and LUMO (spin up / spin down) (eV) = 7.700 / 3.094
- multiplicity = 2
- net charge = -3

[4]
Entry from the Open Molecules 2025 dataset: a molecular structure, C44H37BeClO8S2 (ωB97M-V/def2-TZVPD).

Last column: Mulliken charge in e.
Element x y z (Å)
Be 1.241767 0.495324 0.520737  -0.334
O 0.745876 -2.883630 1.251824  -0.636
Cl 0.653973 -1.505628 1.576715  1.769
O 0.168008 -1.273393 2.884231  -0.610
O -0.136311 -0.756484 0.564866  -0.328
O 1.981542 -0.827141 1.379696  -0.462
C 4.869016 0.680533 -6.853450  -1.531
C 3.922160 0.745296 -5.685863  1.102
C 2.725271 1.449935 -5.779148  -1.043
C 1.847567 1.507496 -4.708272  -0.361
C 2.172969 0.830571 -3.543033  -0.125
C 3.359423 0.125875 -3.413443  -0.379
C 4.226074 0.090859 -4.491658  -1.036
S 1.008538 0.920623 -2.219255  0.996
O 1.851843 0.618752 -0.968599  -0.296
C 0.074466 -0.574232 -2.471666  1.521
C 0.637069 -1.804581 -2.066113  -0.877
C -0.120259 -2.929430 -2.128225  -1.201
C -1.468310 -2.868254 -2.572308  0.759
C -2.284145 -4.025289 -2.601815  -1.054
C -3.581571 -3.953584 -3.016864  -0.673
C -4.131057 -2.716443 -3.421314  -0.965
C -3.369271 -1.584581 -3.407285  -0.834
C -2.014867 -1.630817 -2.983573  1.061
C -1.200026 -0.457420 -2.942040  0.035
C -1.749721 0.821980 -3.477502  0.003
C -1.900105 0.949452 -4.899871  1.055
C -1.434552 -0.042183 -5.802680  -0.662
C -1.536582 0.137609 -7.152384  -0.996
C -2.126411 1.308190 -7.676998  -0.634
C -2.594670 2.272528 -6.831993  -0.962
C -2.484633 2.123094 -5.427954  0.917
C -2.924733 3.143361 -4.539153  -1.415
C -2.735115 3.019358 -3.200805  -1.275
C -2.131889 1.852042 -2.676657  0.323
S -1.645683 1.917161 -0.938688  1.637
O -1.118465 3.300479 -0.800344  -0.776
C -3.268384 1.874078 -0.205684  0.323
C -3.939797 0.666209 -0.115183  -0.541
C -5.195082 0.638148 0.471069  -0.944
C -5.773238 1.798898 0.979086  1.098
C -7.135282 1.770147 1.619693  -1.506
C -5.060720 2.993808 0.895030  -0.880
C -3.805651 3.040813 0.308576  -0.448
H 4.724493 1.524843 -7.526270  0.376
H 4.706470 -0.234243 -7.427788  0.288
H 5.906115 0.678815 -6.519340  0.391
H 2.481251 1.973109 -6.695868  0.376
H 0.922227 2.067755 -4.780172  0.552
H 3.604710 -0.364833 -2.480568  0.537
H 5.159730 -0.451997 -4.404198  0.383
H 1.644628 -1.832029 -1.671495  0.450
H 0.284636 -3.877907 -1.797676  0.396
H -1.857867 -4.967866 -2.280483  0.460
H -4.196446 -4.843956 -3.033531  0.416
H -5.163299 -2.667896 -3.742904  0.447
H -3.796301 -0.637635 -3.711848  0.534
H -0.983494 -0.947427 -5.415869  0.503
H -1.163904 -0.623952 -7.825377  0.442
H -2.205997 1.436566 -8.748686  0.428
H -3.054789 3.172755 -7.221923  0.440
H -3.392026 4.031317 -4.948218  0.396
H -3.017073 3.813981 -2.520897  0.454
H -3.486236 -0.245160 -0.492461  0.460
H -5.728619 -0.301876 0.549662  0.314
H -7.574606 0.774674 1.571490  0.348
H -7.813054 2.464883 1.120973  0.343
H -7.079046 2.065149 2.668775  0.326
H -5.490283 3.899912 1.307162  0.394
H -3.227010 3.955335 0.262845  0.432
C 2.982876 6.496050 5.153971  -1.475
C 2.266614 5.440789 4.352378  0.607
C 2.732485 4.137322 4.303998  -0.951
C 2.075749 3.150224 3.574670  0.816
C 2.643182 1.751998 3.572466  -1.461
C 0.907416 3.483499 2.885645  0.891
C 0.401720 4.791764 2.935045  0.852
C -0.851630 5.200955 2.205405  -1.267
C 1.102773 5.748116 3.657756  -1.025
C 0.176869 2.430448 2.095123  0.174
O -1.014007 2.237739 2.218160  -0.556
O 0.951224 1.709092 1.322215  0.435
H 3.976568 6.160651 5.450170  0.358
H 2.427176 6.737223 6.062961  0.292
H 3.089014 7.419331 4.582505  0.360
H 3.636640 3.874717 4.844380  0.321
H 3.370861 1.641758 4.376140  0.403
H 3.141536 1.532570 2.627833  0.169
H 1.867422 0.996669 3.703107  0.253
H -0.760566 5.012445 1.136336  0.128
H -1.041622 6.263897 2.359967  0.364
H -1.710593 4.627168 2.550821  0.278
H 0.722014 6.764435 3.686471  0.334

Forces on atoms 1 to 3 (eV/Å):
Be -0.234 -0.112 -0.019
O 0.003 0.279 0.003
Cl 0.003 0.058 -0.123

Summary:
- gap between HOMO and LUMO (eV) = 7.733
- multiplicity = 1
- net charge = 0
- relative energy (zero: lowest compared OMol25 entry of this formula, charge and spin) (kJ/mol) = 35.5